[1]
The following is a DFT calculation (the ωB97M-V functional and the def2-TZVPD basis) of a single C5H8N2 molecule.

Last column: natural (NBO) charge in e.
Geometry (Å):
C: -1.042 -0.970 0.728  -0.406
N: -0.300 -0.652 -0.512  -0.425
C: 0.984 -1.205 -0.273  -0.078
C: 1.851 -0.217 0.025  -0.256
C: 1.172 1.049 -0.174  -0.373
C: -0.101 0.746 -0.541  0.341
N: -1.167 1.545 -0.927  -0.816
H: -2.023 -0.486 0.745  0.194
H: -1.168 -2.051 0.827  0.204
H: -0.405 -0.615 1.558  0.193
H: 1.063 -2.283 -0.194  0.209
H: 2.868 -0.348 0.368  0.221
H: 1.601 2.038 -0.075  0.221
H: -2.020 1.048 -1.140  0.386
H: -1.311 2.401 -0.414  0.386

Cartesian forces, eV/Å:
-0.2876 -0.1201 0.1780
0.1497 0.1068 -0.0529
0.1983 0.0153 0.2626
0.1259 -0.0680 -0.1959
-0.0758 0.0173 -0.0674
0.1446 0.0118 0.1201
-0.0357 -0.0306 0.1357
0.1330 -0.0655 -0.0310
-0.0883 0.1239 -0.0970
-0.5019 -0.0745 0.0476
0.1123 0.2299 0.0225
-0.0149 0.0507 -0.2383
-0.0434 -0.1489 -0.1220
0.1373 0.0551 0.0755
0.0467 -0.1032 -0.0374

The gap between HOMO and LUMO is 0.3171 Eh. The value obtained for the HOMO energy is -7.6 eV. The spin multiplicity is 1. Its net charge is 0. As for the LUMO energy: 1.06 eV. Its energy relative to the best compared isomer or geometry (same formula, charge and spin) is 1.1673 eV. The calculation puts the total energy at -304.79260 Eh.


[2]
The following is a DFT calculation (the ωB97M-V functional and the def2-TZVPD basis) of a single C21H22N2O4S molecule.

Last column: natural (NBO) charge in e.
Geometry (Å):
C: -0.371 1.846 -9.358  -0.617
C: 0.265 1.322 -8.080  -0.062
O: 0.749 2.435 -7.354  -0.498
C: 1.403 2.225 -6.182  0.294
C: 1.885 3.369 -5.543  -0.256
C: 2.572 3.269 -4.352  -0.186
C: 2.804 2.030 -3.768  -0.073
C: 2.314 0.896 -4.401  -0.189
C: 1.620 0.982 -5.594  -0.260
H: 1.258 0.078 -6.057  0.213
H: 2.485 -0.072 -3.953  0.221
C: 3.544 1.900 -2.463  -0.247
N: 2.679 1.411 -1.410  -0.600
C: 2.816 0.177 -0.870  0.659
O: 3.719 -0.579 -1.178  -0.632
C: 1.806 -0.170 0.172  -0.161
C: 2.207 -1.019 1.201  -0.157
C: 1.331 -1.369 2.205  -0.236
C: 0.021 -0.889 2.194  0.156
C: -0.397 -0.068 1.148  -0.207
C: 0.492 0.286 0.151  -0.183
H: 0.136 0.901 -0.663  0.210
H: -1.414 0.285 1.126  0.251
N: -0.816 -1.263 3.241  -0.595
C: -2.110 -0.909 3.480  0.642
O: -2.788 -0.183 2.780  -0.608
C: -2.643 -1.517 4.731  0.145
C: -3.900 -1.242 5.103  -0.404
S: -4.731 -1.909 6.472  0.288
C: -3.487 -3.165 6.915  -0.559
C: -2.093 -2.572 6.764  -0.074
O: -1.756 -2.319 5.418  -0.514
H: -1.338 -3.279 7.119  0.201
H: -2.023 -1.645 7.348  0.187
H: -3.678 -3.459 7.944  0.239
H: -3.612 -4.021 6.252  0.228
H: -4.485 -0.567 4.503  0.267
H: -0.404 -1.880 3.930  0.419
H: 1.655 -2.019 3.005  0.207
H: 3.220 -1.391 1.196  0.237
H: 1.904 1.993 -1.138  0.396
H: 3.967 2.865 -2.167  0.197
H: 4.350 1.165 -2.553  0.247
H: 2.941 4.166 -3.874  0.208
H: 1.708 4.327 -6.007  0.223
H: -0.478 0.775 -7.483  0.171
H: 1.093 0.640 -8.321  0.172
H: -0.759 1.018 -9.945  0.213
H: -1.184 2.525 -9.116  0.214
H: 0.367 2.386 -9.945  0.214

Cartesian forces, eV/Å:
0.2115 -0.0358 0.4028
-0.1576 -0.2453 -0.2538
0.0316 0.1798 0.0355
0.1406 0.1666 0.2124
-0.1614 -0.0925 -0.2495
0.0238 -0.1596 -0.0137
0.0697 0.0110 0.0482
0.0807 0.1827 0.0700
-0.1678 -0.0608 -0.2703
-0.0414 -0.0563 -0.0715
0.0178 -0.1353 0.0497
0.0827 -0.1033 -0.0914
-0.0797 0.2989 -0.0443
-0.0915 0.1827 0.1078
0.1781 -0.2327 -0.0185
-0.1475 -0.1995 0.1364
-0.0157 0.0882 -0.1259
-0.1125 0.0556 -0.0122
0.1322 0.2121 -0.4113
-0.2455 0.0424 0.0952
0.3416 -0.1069 0.0335
-0.0345 0.0583 -0.0664
-0.0170 -0.0016 -0.0039
0.1602 -0.3185 0.3444
0.1070 -0.0373 -0.0012
0.0071 0.0192 -0.0428
-0.5298 0.0979 0.3129
0.4185 -0.2732 0.1175
0.1230 -0.2584 0.1741
-0.1891 0.3851 -0.3297
0.0456 -0.1598 0.5954
-0.2339 0.1706 -0.4941
-0.0878 0.1042 -0.0140
0.0279 -0.1282 -0.0949
0.0267 -0.0256 0.0133
0.0659 -0.0532 0.0962
0.0587 0.1131 -0.1899
-0.1459 0.1389 -0.0822
0.0445 -0.0597 0.0848
0.0743 -0.0456 -0.0054
0.0570 -0.1157 0.0804
0.0221 -0.1144 -0.0585
-0.0518 0.2060 0.0530
0.0445 0.0953 0.0545
-0.0271 0.1163 -0.0599
0.1383 0.0303 -0.0248
-0.0906 0.0511 0.0965
-0.0479 -0.0692 -0.0747
-0.1004 0.0480 -0.0173
0.0447 0.0345 -0.0925

The gap between HOMO and LUMO is 0.3195 Eh. The value obtained for the HOMO energy is -8.3 eV. The spin multiplicity is 1. Its net charge is 0. As for the LUMO energy: 0.41 eV. Its energy relative to the best compared isomer or geometry (same formula, charge and spin) is 1.1552 eV. The calculation puts the total energy at -1622.11848 Eh.


[3]
The following is a DFT calculation (the ωB97M-V functional and the def2-TZVPD basis) of a single C3H2F2S2 molecule at a distorted geometry.

Last column: natural (NBO) charge in e.
Geometry (Å):
C: 0.574 0.441 0.137  -0.372
C: -0.725 -0.308 0.187  0.240
C: -0.960 -1.338 -0.581  0.170
H: 1.641 -1.787 0.310  0.137
H: -0.276 -1.930 -1.305  0.213
F: -1.704 0.220 0.913  -0.287
F: -2.273 -1.683 -0.631  -0.321
S: 2.017 -0.538 -0.101  0.107
S: 0.552 2.046 0.101  0.113

Cartesian forces, eV/Å:
-0.9825 -1.1479 0.0354
1.8626 1.2789 0.6673
-0.7666 -2.0668 -2.0340
-0.2568 0.7511 -0.0898
-1.3012 1.3770 1.5853
0.0997 0.1308 -0.1392
0.6346 -0.6079 -0.2520
0.3102 0.0192 0.0943
0.3999 0.2656 0.1327

The gap between HOMO and LUMO is 0.3090 Eh. The value obtained for the HOMO energy is -9.3 eV. The spin multiplicity is 1. Its net charge is 0. As for the LUMO energy: -0.90 eV. Its energy relative to the best compared isomer or geometry (same formula, charge and spin) is 0.9213 eV. The calculation puts the total energy at -1111.55291 Eh.